101
Properties=species:S:1:pos:R:3:forces:R:3:lowdin_charge:R:1 method="wB97M-V/def2-TZVPD" spin_multiplicity=2 charge=+1 e_tot_ha=-6430.6212 gap_ev="7.34 / 5.78" homo_ev="-9.224 / -9.676" relative_energy_kcal_mol=25.8
Bi -0.2216 -0.2825 0.1287 -0.1263 0.1070 1.1596 1.794
C 1.0699 -3.9091 -2.4540 -0.0743 0.1013 0.0433 0.000
C 1.1291 -2.9317 -1.3118 0.0358 -0.0498 -0.1289 -0.451
O 0.1796 -2.0702 -1.2554 0.0684 -0.0828 0.3097 -0.318
C 2.1643 -3.0186 -0.4012 0.1156 0.0070 -0.1217 -0.029
C 2.3123 -2.2915 0.7950 -0.0759 0.0444 0.1030 -0.313
C 3.4755 -2.6403 1.6799 0.0024 0.0042 0.0027 -0.026
N 1.4805 -1.3488 1.2070 -0.4102 0.0166 -0.0882 -0.145
N 1.6694 -0.9430 2.5127 0.2378 0.0350 0.4786 0.044
C 0.7551 -0.1730 3.0278 0.3377 -0.1434 -0.1099 -0.503
O -0.2539 0.3401 2.4011 -0.0094 -0.3240 -0.4305 -0.232
C 0.8748 0.0741 4.4925 -0.0900 0.0644 0.1001 -0.156
C 2.0697 -0.1584 5.1728 -0.0639 0.0001 -0.1156 -0.031
C 2.1351 0.0108 6.5444 0.0410 0.0301 0.0486 -0.076
C 1.0129 0.4203 7.2545 -0.0157 -0.0097 -0.0284 -0.084
C -0.1781 0.6498 6.5830 -0.0384 0.0432 0.0425 -0.083
C -0.2475 0.4812 5.2078 0.0071 0.0304 -0.0648 -0.042
H 0.4404 -4.7548 -2.1658 -0.0069 0.0026 -0.0136 0.098
H 2.0588 -4.2832 -2.7083 0.0002 -0.0339 0.0004 0.087
H 0.6215 -3.4287 -3.3224 0.0375 0.0025 -0.0371 0.074
H 2.9060 -3.7818 -0.5844 0.0350 0.0404 -0.0170 0.106
H 4.1636 -3.3079 1.1683 -0.0416 -0.0239 -0.0400 0.078
H 3.1214 -3.1159 2.5947 0.0100 0.0315 0.0167 0.091
H 3.9948 -1.7306 1.9797 0.0003 -0.0356 0.0535 0.081
H 2.9326 -0.4764 4.6052 0.0358 -0.0417 0.0340 0.105
H 3.0625 -0.1822 7.0681 0.0103 0.0307 -0.0180 0.105
H 1.0683 0.5600 8.3260 -0.0030 -0.0270 0.0028 0.105
H -1.0592 0.9582 7.1313 0.0115 0.0058 0.0057 0.103
H -1.1775 0.6525 4.6803 0.0245 0.0017 -0.0191 0.107
C 4.1023 1.9043 -1.4756 0.0363 -0.0323 0.0169 -0.037
N 3.3336 2.7892 -0.6141 0.0333 0.1430 -0.0867 -0.144
C 4.0775 3.8983 -0.0282 -0.0199 -0.0658 0.1045 -0.023
C 2.1398 2.3466 -0.1364 0.0514 -0.1561 -0.0503 -0.418
N 1.7254 1.1287 -0.2775 -0.0777 -0.1008 0.0340 0.032
N 1.3718 3.2900 0.5061 0.1440 0.0895 0.1152 0.162
C 0.1082 3.1423 1.0742 -0.2802 0.0887 -0.0327 -0.500
N -0.0982 4.0082 2.1090 0.0590 0.0364 -0.0190 0.173
N -0.7647 2.3580 0.5725 0.1637 -0.0431 -0.1028 0.041
H 4.8223 2.5038 -2.0268 0.0095 0.0041 0.0073 0.098
H 3.4468 1.4270 -2.2024 0.0092 0.0304 0.0014 0.065
H 4.6516 1.1396 -0.9150 -0.0276 -0.0148 0.0102 0.106
H 4.8023 4.2515 -0.7564 -0.0149 -0.0003 -0.0265 0.095
H 4.6159 3.5882 0.8723 -0.0165 0.0273 0.0010 0.105
H 3.4494 4.7519 0.2171 0.0083 0.0247 -0.0496 0.079
H 2.4459 0.5003 -0.6106 0.1265 0.1832 0.0010 0.034
H 1.7738 4.2028 0.6100 0.0042 0.0424 -0.0275 0.120
H 0.6877 4.3624 2.6266 0.0456 -0.1056 0.0495 0.108
H -0.9452 3.8989 2.6391 -0.0427 0.0261 -0.0042 0.111
H -1.6019 2.3230 1.1482 0.0897 0.0555 0.1135 0.066
N -2.9791 1.4392 -1.1329 -0.0587 0.0604 0.3291 0.032
H -3.6956 1.7025 -1.7994 -0.0099 -0.0987 -0.0422 0.031
H -2.3958 2.2523 -0.9697 -0.0398 0.0037 -0.0350 -0.036
H -3.4531 1.2275 -0.2590 -0.0556 0.0596 -0.0488 0.025
C 1.2274 3.2590 -3.6369 -0.1753 -0.2206 0.0489 -0.245
Ge -0.5786 2.4628 -3.8331 0.2105 0.5433 0.2739 0.722
C -1.8318 3.8529 -3.1606 0.1391 -0.3685 -0.0663 -0.254
C -0.8909 2.3262 -5.7874 -0.0160 -0.2899 0.3245 -0.227
Ge -0.5547 0.2390 -2.6359 -0.3864 0.2374 -2.9876 0.806
C 0.8560 -0.5862 -3.8043 0.0372 0.0566 0.4644 -0.359
C 2.1803 -0.7446 -3.4010 -0.0407 -0.0062 -0.0291 -0.153
C 3.1442 -1.2687 -4.2512 0.0133 0.0394 0.0706 -0.082
C 2.7872 -1.6711 -5.5296 0.0147 -0.0260 -0.0191 -0.083
C 1.4706 -1.5348 -5.9458 -0.0129 -0.0273 -0.0629 -0.075
C 0.5177 -0.9899 -5.0954 -0.1161 0.0425 0.0773 -0.122
C -2.1726 -0.6986 -3.3348 0.0802 -0.0191 0.4166 -0.372
C -3.1900 0.0277 -3.9557 0.1469 0.0487 0.0590 -0.157
C -4.3581 -0.5861 -4.3800 -0.0434 0.0198 -0.0661 -0.080
C -4.5383 -1.9487 -4.1790 -0.0253 -0.0049 -0.0089 -0.085
C -3.5320 -2.6917 -3.5818 -0.0156 0.0123 -0.0065 -0.080
C -2.3588 -2.0707 -3.1719 0.1003 0.0008 0.0181 -0.125
H 1.2572 4.2178 -4.1565 -0.0201 0.0023 -0.0126 0.022
H 1.9851 2.6068 -4.0744 -0.0025 -0.0148 0.0115 0.013
H 1.4703 3.4274 -2.5860 -0.0105 0.0053 -0.0213 -0.011
H -1.6243 4.7809 -3.6946 0.0175 0.0056 -0.0040 0.021
H -1.6942 4.0282 -2.0929 0.0033 0.0296 -0.0081 -0.003
H -2.8718 3.5825 -3.3469 -0.0064 0.0153 0.0329 0.007
H -0.8338 3.3332 -6.2026 0.0161 0.0323 0.0559 0.024
H -1.8703 1.9080 -6.0175 0.0092 0.0099 -0.0037 0.010
H -0.1308 1.7066 -6.2620 0.0118 0.0048 0.0252 0.012
H 2.4626 -0.4950 -2.3857 0.0544 0.0054 0.0026 0.062
H 4.1681 -1.3633 -3.9090 -0.0061 -0.0715 -0.0241 0.105
H 3.5260 -2.1020 -6.1927 0.0028 0.0261 -0.0079 0.105
H 1.1800 -1.8649 -6.9355 0.0077 0.0279 -0.0059 0.107
H -0.5095 -0.8915 -5.4301 0.0320 -0.0427 -0.0590 0.099
H -3.0581 1.0934 -4.1131 -0.1256 0.0087 0.0130 0.059
H -5.1320 -0.0033 -4.8643 0.0104 0.0019 -0.0028 0.105
H -5.4582 -2.4266 -4.4906 0.0096 0.0034 -0.0145 0.104
H -3.6661 -3.7542 -3.4201 0.0269 -0.0032 -0.0323 0.105
H -1.5797 -2.6557 -2.7028 -0.0203 -0.0345 0.0500 0.078
C -1.3262 -2.8547 2.9877 -0.0399 0.0297 0.0375 0.019
C -2.3296 -2.4851 1.9555 -0.0233 -0.0060 -0.0089 -0.366
N -2.1122 -1.7932 0.8542 -0.0211 -0.0427 0.1610 -0.031
C -3.3208 -1.6773 0.1968 -0.1062 -0.1580 0.0537 -0.141
C -4.2782 -2.3180 0.9131 -0.0424 0.0638 -0.0720 -0.065
N -3.6370 -2.8217 2.0226 0.0810 0.0238 -0.0557 0.112
H -0.3403 -2.5052 2.6920 -0.0043 -0.0392 -0.0057 0.057
H -1.2859 -3.9362 3.1231 -0.0024 0.0003 -0.0046 0.092
H -1.5762 -2.3979 3.9471 0.0384 0.0002 0.0040 0.093
H -3.3993 -1.1696 -0.7485 -0.0342 0.0268 -0.0629 0.081
H -5.3302 -2.4599 0.7402 0.0200 -0.0168 -0.0056 0.117
H -4.0654 -3.3599 2.7557 0.0211 -0.0163 0.0309 0.165